No. 1
57
Properties=species:S:1:pos:R:3:nbo_charge:R:1 method="wB97M-V/def2-TZVPD" e_tot_ha=-2271.521310 orbital_gap_ha=0.327 lumo_energy_ev=0.6563
C -4.29454 -2.91945 -1.91337 -0.6817
C -4.87813 -3.65679 -0.75732 0.3323
N -5.97302 -3.27451 -0.24619 -0.6219
C -4.06883 -4.82422 -0.24249 -0.4960
C -2.70621 -4.35527 0.24960 0.0166
C -1.53452 -4.97557 -0.17714 -0.2193
C -0.27457 -4.54445 0.25038 -0.0073
C 0.96790 -5.24136 -0.21419 -0.6409
C -0.20539 -3.46594 1.14170 0.1793
C -1.39132 -2.84712 1.56756 -0.1895
C -2.63912 -3.27487 1.13244 -0.2397
S -1.24528 -1.48784 2.70319 0.2907
C 0.18911 -0.72553 1.98965 -0.2183
C 0.32426 0.65506 1.90511 -0.2074
C 1.48255 1.19081 1.34107 -0.2124
C 2.48774 0.36240 0.84088 -0.0118
C 3.75132 0.88035 0.17694 -0.4304
C 4.08702 2.33119 0.41206 -0.0609
O 3.17159 3.15658 -0.27651 -0.5387
C 3.33604 4.52293 -0.01488 -0.1160
C 1.97999 5.18203 0.13144 0.6212
F 1.38102 4.75303 1.26029 -0.3179
F 2.18670 6.51112 0.25991 -0.3200
C 1.02638 4.93963 -1.05998 0.5758
F 0.42251 3.75107 -0.88677 -0.3076
F 1.75791 4.88834 -2.17814 -0.3012
C -0.08050 6.01075 -1.23473 0.5746
F -0.58079 6.30380 -0.02959 -0.3034
F 0.45407 7.11415 -1.76699 -0.2978
C -1.22714 5.53535 -2.13623 0.5159
F -0.75855 5.43048 -3.39059 -0.3192
F -2.18821 6.47034 -2.11408 -0.3149
C 2.33057 -1.02491 0.93320 -0.2277
C 1.19373 -1.57323 1.51588 0.2133
N 1.05893 -2.99734 1.62950 -0.6858
H -5.05798 -2.37411 -2.45494 0.2385
H -3.56711 -2.19641 -1.54699 0.2377
H -3.75282 -3.59030 -2.57486 0.2137
H -6.21328 -3.88699 0.53343 0.3234
H -4.60926 -5.31637 0.56058 0.2201
H -3.90223 -5.51371 -1.06671 0.2232
H -1.60418 -5.80671 -0.86489 0.2075
H 1.16719 -6.12152 0.39238 0.2217
H 0.90379 -5.53420 -1.25740 0.2161
H 1.83192 -4.59696 -0.11034 0.2369
H -3.54391 -2.78634 1.45594 0.2290
H -0.46102 1.29553 2.27117 0.2235
H 1.56561 2.26133 1.27806 0.2272
H 3.62993 0.72039 -0.89588 0.2267
H 4.58156 0.25120 0.48287 0.2211
H 5.09551 2.51905 0.03277 0.1763
H 4.08680 2.53335 1.48634 0.1732
H 3.87394 5.02331 -0.81994 0.2029
H 3.84741 4.68705 0.93291 0.2001
H -1.63662 4.58071 -1.82061 0.1549
H 3.08602 -1.70685 0.57047 0.2164
H 1.13549 -3.24248 2.61405 0.3781


No. 2
60
Properties=species:S:1:pos:R:3:nbo_charge:R:1 method="wB97M-V/def2-TZVPD" e_tot_ha=-1430.503021 orbital_gap_ha=0.283 e_above_lowest_kcal_mol=39.78 lumo_energy_ev=0.0309
C 2.53296 4.22224 -0.59467 -0.2567
O 1.36019 4.24750 0.18192 -0.5405
C 1.45870 3.56796 1.41247 -0.0581
C 1.62369 2.05159 1.28512 -0.4432
H 1.60640 1.61186 2.28209 0.2390
H 2.58033 1.81401 0.81539 0.2017
C 0.48971 1.45575 0.44867 -0.2243
N 0.75507 0.08334 0.10425 -0.3117
C 1.33982 -0.29447 -1.05014 0.3942
N 1.72073 0.52873 -2.03609 -0.5369
C 2.25464 -0.04252 -3.08774 0.4142
N 2.43899 -1.41490 -3.20377 -0.3977
C 3.00370 -1.94847 -4.32574 0.0398
C 3.39613 -1.17832 -5.36496 -0.2757
C 3.21928 0.22184 -5.28971 -0.1540
C 2.66660 0.78715 -4.18142 -0.0306
C 2.47153 2.26077 -4.04215 -0.6281
H 2.57053 2.75491 -5.00458 0.2141
H 3.21595 2.66875 -3.35983 0.2253
H 1.49376 2.46805 -3.61600 0.2412
H 3.52716 0.84114 -6.11848 0.2166
H 3.83683 -1.62867 -6.23833 0.2288
H 3.10059 -3.02420 -4.30026 0.2536
C 2.05410 -2.35208 -2.17543 0.6652
O 2.24428 -3.53871 -2.34793 -0.6064
C 1.47272 -1.69636 -1.05739 -0.2775
C 0.93722 -2.15672 0.16279 -0.2046
C 0.50767 -1.04736 0.86066 0.0306
C -0.11089 -0.98002 2.19256 0.6618
O -0.19350 0.04716 2.84982 -0.6533
N -0.54372 -2.17715 2.66425 -0.5922
H -0.60040 -2.95156 2.02348 0.3954
C -1.35297 -2.26462 3.85321 -0.2365
H -1.23481 -1.31796 4.38298 0.2327
C -2.82613 -2.52751 3.50622 -0.2186
N -3.27484 -1.66903 2.42758 -0.4491
C -3.42144 -0.27487 2.81686 -0.2737
C -3.76148 0.54763 1.57565 -0.0698
H -3.93072 1.59258 1.83935 0.1955
O -4.94538 0.09648 0.95915 -0.5224
C -4.82570 -1.25995 0.60833 -0.0717
C -4.51509 -2.12855 1.82789 -0.2450
H -4.39838 -3.16762 1.51076 0.2007
H -5.35799 -2.06783 2.53966 0.1667
H -5.77868 -1.54884 0.16140 0.1928
H -4.01989 -1.38447 -0.13165 0.1652
H -2.92397 0.47975 0.86430 0.1630
H -2.48228 0.09094 3.23026 0.2339
H -4.22093 -0.15216 3.56923 0.1657
H -3.43559 -2.41500 4.42003 0.1763
H -2.92582 -3.56084 3.15958 0.1907
H -0.98513 -3.07357 4.49214 0.2018
H 0.91260 -3.18191 0.47409 0.2286
H 0.39792 2.01129 -0.48757 0.2335
H -0.44410 1.51472 1.01002 0.2279
H 2.29599 3.97481 2.00067 0.1658
H 0.52313 3.79242 1.92996 0.1885
H 3.39933 4.56247 -0.01351 0.1626
H 2.36396 4.90785 -1.42345 0.1923
H 2.73760 3.22253 -0.99193 0.1725


No. 3
54
Properties=species:S:1:pos:R:3:nbo_charge:R:1 method="wB97M-V/def2-TZVPD" e_tot_ha=-4379.057455 orbital_gap_ha=0.255 e_above_lowest_kcal_mol=1.99 lumo_energy_ev=-1.5144
Ca -0.73265 0.54933 1.05536 1.6844
S 1.09489 1.09821 2.75860 -0.4818
C 2.29758 0.27542 1.78930 -0.2205
S 2.17664 0.29949 0.01739 -0.2180
C 3.34396 -0.36574 2.37443 -0.3705
C 3.49191 -0.41762 3.80338 0.2820
N 3.62526 -0.45703 4.94414 -0.2873
C 4.34960 -1.03524 1.59131 0.2799
N 5.15025 -1.57508 0.96786 -0.2942
I 0.52176 -1.68400 -0.40901 0.0199
I -1.75779 -3.46831 -0.71061 -0.4287
F -3.87250 8.47371 -1.51628 -0.3193
C -2.62724 8.13202 -1.88914 0.9629
F -2.50815 8.44628 -3.19125 -0.3178
F -1.77534 8.90858 -1.20883 -0.3151
C -2.37239 6.66310 -1.66275 -0.0565
C -1.23890 6.23081 -0.99988 -0.2005
C -1.02499 4.86690 -0.83266 -0.1751
C -1.93658 3.94731 -1.33665 -0.3424
C -3.08016 4.39697 -1.99924 -0.1871
C -3.29832 5.75103 -2.15971 -0.1977
P -1.52741 2.18664 -1.18457 0.7298
C -3.12217 1.35550 -0.86190 -0.3968
C -3.35066 0.04842 -1.29483 -0.2316
C -4.50216 -0.62159 -0.90839 -0.1485
C -5.42690 0.00408 -0.08759 -0.1326
C -5.19673 1.29022 0.37945 -0.1843
C -4.04465 1.96141 0.00049 -0.1887
C -6.68640 -0.74048 0.27726 0.9724
F -6.40835 -1.92543 0.84207 -0.3131
F -7.43199 -0.98747 -0.81324 -0.3163
F -7.44911 -0.05034 1.13642 -0.3177
C -1.03744 1.66072 -2.85068 -0.3663
C 0.31162 1.44296 -3.09942 -0.1228
C 0.73647 1.08474 -4.37306 -0.1851
C -0.19172 0.94140 -5.38831 -0.1122
C -1.54524 1.15379 -5.14786 -0.1809
C -1.96568 1.51704 -3.88332 -0.1858
C 0.24808 0.50070 -6.76159 0.9713
F -0.46639 1.10423 -7.72521 -0.3191
F 1.54067 0.77064 -6.98710 -0.3153
F 0.08144 -0.82384 -6.91857 -0.3158
H -0.52930 6.94698 -0.61102 0.2443
H -0.13950 4.52496 -0.30999 0.2322
H -3.80599 3.69115 -2.38360 0.2230
H -4.18551 6.10475 -2.66847 0.2379
H -2.63294 -0.46232 -1.92668 0.2526
H -4.66332 -1.63836 -1.24197 0.2540
H -5.91378 1.76526 1.03418 0.2428
H -3.87989 2.97296 0.35353 0.2241
H 1.03594 1.55301 -2.30203 0.2295
H 1.78712 0.92075 -4.56830 0.2430
H -2.26223 1.03842 -5.94957 0.2391
H -3.02163 1.67648 -3.70210 0.2203


Repeat the first record exactly.
57
Properties=species:S:1:pos:R:3:nbo_charge:R:1 method="wB97M-V/def2-TZVPD" e_tot_ha=-2271.521310 orbital_gap_ha=0.327 lumo_energy_ev=0.6563
C -4.29454 -2.91945 -1.91337 -0.6817
C -4.87813 -3.65679 -0.75732 0.3323
N -5.97302 -3.27451 -0.24619 -0.6219
C -4.06883 -4.82422 -0.24249 -0.4960
C -2.70621 -4.35527 0.24960 0.0166
C -1.53452 -4.97557 -0.17714 -0.2193
C -0.27457 -4.54445 0.25038 -0.0073
C 0.96790 -5.24136 -0.21419 -0.6409
C -0.20539 -3.46594 1.14170 0.1793
C -1.39132 -2.84712 1.56756 -0.1895
C -2.63912 -3.27487 1.13244 -0.2397
S -1.24528 -1.48784 2.70319 0.2907
C 0.18911 -0.72553 1.98965 -0.2183
C 0.32426 0.65506 1.90511 -0.2074
C 1.48255 1.19081 1.34107 -0.2124
C 2.48774 0.36240 0.84088 -0.0118
C 3.75132 0.88035 0.17694 -0.4304
C 4.08702 2.33119 0.41206 -0.0609
O 3.17159 3.15658 -0.27651 -0.5387
C 3.33604 4.52293 -0.01488 -0.1160
C 1.97999 5.18203 0.13144 0.6212
F 1.38102 4.75303 1.26029 -0.3179
F 2.18670 6.51112 0.25991 -0.3200
C 1.02638 4.93963 -1.05998 0.5758
F 0.42251 3.75107 -0.88677 -0.3076
F 1.75791 4.88834 -2.17814 -0.3012
C -0.08050 6.01075 -1.23473 0.5746
F -0.58079 6.30380 -0.02959 -0.3034
F 0.45407 7.11415 -1.76699 -0.2978
C -1.22714 5.53535 -2.13623 0.5159
F -0.75855 5.43048 -3.39059 -0.3192
F -2.18821 6.47034 -2.11408 -0.3149
C 2.33057 -1.02491 0.93320 -0.2277
C 1.19373 -1.57323 1.51588 0.2133
N 1.05893 -2.99734 1.62950 -0.6858
H -5.05798 -2.37411 -2.45494 0.2385
H -3.56711 -2.19641 -1.54699 0.2377
H -3.75282 -3.59030 -2.57486 0.2137
H -6.21328 -3.88699 0.53343 0.3234
H -4.60926 -5.31637 0.56058 0.2201
H -3.90223 -5.51371 -1.06671 0.2232
H -1.60418 -5.80671 -0.86489 0.2075
H 1.16719 -6.12152 0.39238 0.2217
H 0.90379 -5.53420 -1.25740 0.2161
H 1.83192 -4.59696 -0.11034 0.2369
H -3.54391 -2.78634 1.45594 0.2290
H -0.46102 1.29553 2.27117 0.2235
H 1.56561 2.26133 1.27806 0.2272
H 3.62993 0.72039 -0.89588 0.2267
H 4.58156 0.25120 0.48287 0.2211
H 5.09551 2.51905 0.03277 0.1763
H 4.08680 2.53335 1.48634 0.1732
H 3.87394 5.02331 -0.81994 0.2029
H 3.84741 4.68705 0.93291 0.2001
H -1.63662 4.58071 -1.82061 0.1549
H 3.08602 -1.70685 0.57047 0.2164
H 1.13549 -3.24248 2.61405 0.3781